P | DFT (wB97M-V/def2-TZVPD) results for a single C3H6N2O molecule.

Structure (ORCA input):
```
! wB97M-V def2-TZVPD RIJCOSX def2/J DEFGRID3
* xyz 0 1
H -1.480 1.842 2.508
N -0.657 1.737 1.920
C -0.928 0.908 0.972
N -0.013 0.632 -0.071
C -0.023 -0.715 -0.658
C 1.333 -1.068 -1.218
O 2.306 -0.339 -1.163
H -1.879 0.403 0.838
H 0.939 0.961 0.158
H -0.290 -1.519 0.045
H -0.695 -0.802 -1.565
H 1.386 -2.040 -1.767
*
```

Its HOMO energy is -9.42 eV. The SMILES is [H]/N=C/NCC=O.

Q | DFT (wB97M-V/def2-TZVPD) results for a molecular structure, C3H6N2O.

Structure (ORCA input):
```
! wB97M-V def2-TZVPD RIJCOSX def2/J DEFGRID3
* xyz 0 1
O -1.817 2.339 -0.043
C -0.904 1.402 -0.035
N -1.022 0.102 -0.315
C 0.069 -0.874 -0.459
C 1.194 -0.651 0.548
N -0.149 2.351 0.372
H -1.934 -0.156 -0.673
H 0.473 -0.867 -1.488
H -0.376 -1.866 -0.293
H 0.905 -0.971 1.555
H 2.076 -1.218 0.240
H 1.485 0.408 0.591
*
```

Its HOMO energy is -9.17 eV.

R | DFT (wB97M-V/def2-TZVPD) results for a single C3H6N2O molecule.

Structure (ORCA input):
```
! wB97M-V def2-TZVPD RIJCOSX def2/J DEFGRID3
* xyz 0 1
O 2.510 -0.204 -0.618
C 1.340 -0.138 -0.307
N 0.658 1.024 0.007
C -0.770 0.796 -0.101
C -0.838 -0.635 0.390
N 0.373 -1.172 -0.231
H 1.070 1.883 -0.320
H -1.104 0.813 -1.148
H -1.350 1.494 0.499
H -0.764 -0.682 1.486
H -1.740 -1.171 0.080
H 0.615 -2.010 0.264
*
```

Its HOMO energy is -9.81 eV. The SMILES is O=C1NCCN1.

S | DFT (wB97M-V/def2-TZVPD) results for a single C3H6N2O molecule.

Structure (ORCA input):
```
! wB97M-V def2-TZVPD RIJCOSX def2/J DEFGRID3
* xyz 0 1
N 0.572 2.702 -0.272
C -0.160 1.915 0.155
C -0.874 0.625 0.318
O -0.978 0.188 1.638
C -0.086 -0.306 -0.687
N 0.818 -1.225 -0.007
H -1.903 0.744 -0.042
H -0.195 -0.344 1.848
H 0.444 0.316 -1.420
H -0.828 -0.863 -1.261
H 0.887 -2.067 -0.568
H 1.765 -0.857 0.059
*
```

Its HOMO energy is -10.49 eV. The SMILES is N#C[C@H](O)CN.

It comes down to R, which is 33.3 kcal/mol more stable than the next structure.

P | DFT (wB97M-V/def2-TZVPD) results for 2 unconnected molecules or ions with the total composition C3H6N2O.

Structure (ORCA input):
```
! wB97M-V def2-TZVPD RIJCOSX def2/J DEFGRID3
* xyz 0 1
C 2.107 0.064 -0.863
C 0.753 0.309 -1.136
N 0.149 0.193 0.122
C 1.146 -0.071 1.068
N 2.338 -0.223 0.443
H 2.813 -0.033 -1.625
H 0.119 0.284 -2.037
H -0.813 0.347 0.352
H 0.771 -0.728 1.816
O -2.776 -0.157 0.477
H -3.453 -0.727 0.919
H -3.154 0.742 0.464
*
```

Its HOMO energy is -8.45 eV. The SMILES is c1c[nH]cn1.O.

Q | DFT (wB97M-V/def2-TZVPD) results for a single C3H6N2O molecule.

Structure (ORCA input):
```
! wB97M-V def2-TZVPD RIJCOSX def2/J DEFGRID3
* xyz 0 1
C -0.707 -0.941 1.469
N -0.069 0.360 1.005
C 0.298 0.481 -0.189
N -0.036 -0.402 -1.260
C 1.116 1.609 -0.636
O 1.483 1.594 -1.784
H -1.702 -1.200 0.958
H -0.047 -1.841 1.082
H -0.852 -0.946 2.522
H -0.671 -1.157 -1.069
H -0.041 0.087 -2.260
H 1.228 2.355 0.163
*
```

Its HOMO energy is -9.39 eV. The SMILES is C/N=C(\N)C=O.

R | DFT (wB97M-V/def2-TZVPD) results for a molecular structure, C3H6N2O.

Structure (ORCA input):
```
! wB97M-V def2-TZVPD RIJCOSX def2/J DEFGRID3
* xyz 0 1
C -0.660 0.621 0.502
C -0.737 0.146 -0.953
C 0.765 0.127 0.723
N 0.458 -1.271 0.343
N 0.372 -0.700 -0.953
O 1.415 0.424 -0.476
H -0.748 1.697 0.617
H -1.312 0.030 1.180
H -1.661 -0.493 -1.283
H -0.532 0.952 -1.791
H 1.314 0.253 1.608
H 1.324 -1.784 0.483
*
```

Its HOMO energy is -9.80 eV.

S | DFT (wB97M-V/def2-TZVPD) results for 2 unconnected molecules or ions with the total composition C3H6N2O.

Structure (ORCA input):
```
! wB97M-V def2-TZVPD RIJCOSX def2/J DEFGRID3
* xyz 0 1
N 0.082 -0.500 1.294
C 0.483 0.538 0.694
C 0.331 0.754 -0.791
O 1.644 0.904 -1.304
C -2.778 -1.139 -0.445
N -1.816 -1.570 0.053
H 0.281 -0.551 2.281
H -0.959 -1.385 0.608
H 1.061 1.308 1.215
H -0.234 -0.048 -1.289
H -0.194 1.699 -0.987
H 2.055 0.029 -1.341
*
```

Its HOMO energy is -10.52 eV.

It comes down to P, which is 12.4 kcal/mol more stable than the next structure.

P | DFT (wB97M-V/def2-TZVPD) results for a single C3H6N2O molecule.

Structure (ORCA input):
```
! wB97M-V def2-TZVPD RIJCOSX def2/J DEFGRID3
* xyz 0 1
C 0.356 0.801 0.077
C -0.682 1.207 -0.809
C 1.293 -1.047 1.166
N -2.116 -0.590 -0.960
N 0.254 -0.388 0.490
O -1.697 0.609 -1.249
H 1.324 1.401 -0.005
H -0.625 2.209 -1.051
H 1.460 -1.997 0.763
H 2.194 -0.533 0.954
H 1.043 -0.896 2.240
H -2.805 -0.776 -1.615
*
```

Its HOMO energy (spin up / spin down) is -7.92 / -8.77 eV.

Q | DFT (wB97M-V/def2-TZVPD) results for a single C3H6N2O molecule.

Structure (ORCA input):
```
! wB97M-V def2-TZVPD RIJCOSX def2/J DEFGRID3
* xyz 0 1
C 1.402 0.367 0.601
N 0.458 0.619 -0.411
C -0.487 -0.173 -0.831
N -0.542 -1.514 -0.840
C -0.975 0.981 -0.040
O -1.192 0.818 1.266
H 1.834 -0.637 0.554
H 2.144 1.156 0.693
H -0.203 0.545 1.550
H -1.361 -1.985 -1.188
H 0.323 -2.036 -0.832
H -1.400 1.859 -0.523
*
```

Its HOMO energy (spin up / spin down) is -7.32 / -7.32 eV.

R | DFT (wB97M-V/def2-TZVPD) results for a single C3H6N2O molecule.

Structure (ORCA input):
```
! wB97M-V def2-TZVPD RIJCOSX def2/J DEFGRID3
* xyz 0 1
H 1.599 -1.459 0.731
N 1.891 -0.744 0.056
C 0.913 -0.397 -0.682
C -0.525 -0.894 -0.683
O -1.289 0.163 -0.100
C -0.434 0.952 0.645
N -0.749 2.002 1.250
H -1.747 2.198 1.217
H 1.046 0.483 -1.327
H -0.865 -1.068 -1.711
H -0.641 -1.817 -0.103
H 0.644 0.558 0.707
*
```

Its HOMO energy is -10.16 eV. The SMILES is [H]/N=C\CO/C=N\[H].

S | DFT (wB97M-V/def2-TZVPD) results for a molecular structure, C3H6N2O.

Structure (ORCA input):
```
! wB97M-V def2-TZVPD RIJCOSX def2/J DEFGRID3
* xyz 0 1
C -1.497 0.010 0.037
C 0.755 1.255 -0.127
C 0.620 -1.251 -0.006
H -1.961 -0.193 1.375
H -1.997 1.068 -0.447
H -1.898 -1.018 -0.700
H 0.033 2.062 -0.257
H 2.363 0.235 0.048
H -0.169 -2.023 0.302
N -0.078 0.020 -0.244
N 1.999 1.238 0.122
O 1.830 -1.402 -0.101
*
```

Its HOMO energy is -9.64 eV.

It comes down to R, which is 17.3 kcal/mol more stable than the next structure.

P | DFT (wB97M-V/def2-TZVPD) results for a single C3H6N2O molecule.

Structure (ORCA input):
```
! wB97M-V def2-TZVPD RIJCOSX def2/J DEFGRID3
* xyz 0 1
H -2.705 0.398 -0.225
N -2.184 -0.444 0.059
C -0.920 -0.291 -0.178
C -0.018 0.875 -0.251
C 1.378 0.291 0.158
O 1.232 -1.144 -0.235
N -0.131 -1.559 -0.238
H -0.509 1.510 0.588
H 0.017 1.389 -1.318
H 2.350 0.457 -0.534
H 1.584 0.472 1.270
H -0.094 -1.954 0.904
*
```

Its HOMO energy is -9.37 eV. The SMILES is [H]/N=C1\CCON1.

Q | DFT (wB97M-V/def2-TZVPD) results for 2 unconnected molecules or ions with the total composition C3H6N2O.

Structure (ORCA input):
```
! wB97M-V def2-TZVPD RIJCOSX def2/J DEFGRID3
* xyz 0 1
C -1.074 -1.149 0.318
N -2.074 -0.395 0.471
C -2.518 0.373 -0.534
O -1.875 1.352 -0.915
H -0.585 -1.322 -0.616
H -0.712 -1.604 1.117
H -3.486 0.236 -1.069
C 1.918 0.789 0.919
N 1.350 0.725 -0.228
H 2.660 1.596 1.362
H 1.959 -0.099 1.526
H 1.502 1.624 -0.709
*
```

Its HOMO energy is -9.73 eV. The SMILES is C=NC=O.C=N.

It comes down to Q, which is 29.6 kcal/mol more stable than the next structure.